(1)
Here is a molecular structure, C17H21N5O2Re in a non-equilibrium geometry from the OMol25 dataset. Energies are from ωB97M-V/def2-TZVPD.

```
! RIJCOSX wB97M-V def2-TZVPD def2/J DEFGRID3
* xyz 4 4
N -0.999 3.964 1.258
C -0.441 4.737 0.590
C 0.227 5.700 -0.278
H -0.517 6.378 -0.720
H 0.748 5.160 -1.088
H 0.952 6.302 0.290
N 3.179 -2.037 -0.990
C 4.047 -2.637 -1.461
C 5.145 -3.364 -2.043
H 5.604 -2.759 -2.839
H 4.775 -4.320 -2.441
H 5.870 -3.555 -1.239
N -3.987 -0.701 1.401
C -4.449 -1.470 0.646
C -5.059 -2.429 -0.262
H -5.053 -3.437 0.190
H -4.480 -2.474 -1.204
H -6.101 -2.143 -0.480
Re 0.369 -0.272 -1.033
C 0.322 -2.091 -0.199
O 0.227 -3.117 0.352
C 1.991 0.565 -0.198
O 2.863 1.102 0.348
C 0.601 1.223 -2.679
C -0.658 1.253 -2.050
C -1.435 0.059 -2.051
C -0.877 -1.103 -2.630
C 0.511 -1.190 -2.869
C 1.259 -0.005 -2.890
H 1.158 2.131 -2.912
H -1.069 2.157 -1.600
H -2.429 0.071 -1.612
H -1.462 -2.006 -2.798
H 1.000 -2.146 -3.043
H 2.321 -0.044 -3.115
C -0.504 1.483 4.265
N -0.454 0.242 3.476
C -0.266 -1.036 4.184
C -0.438 0.260 2.180
N -0.272 0.205 1.025
H -0.531 1.201 5.319
H -1.402 2.059 4.022
H 0.385 2.110 4.096
H -1.075 -1.731 3.918
H 0.697 -1.494 3.913
H -0.295 -0.802 5.250
*
```

Its expectation value of S² is 3.775. The calculation puts the gap between HOMO and LUMO (spin up / spin down) at 6.846 / 3.230 eV.

---

(2)
Here is a single C17H21N5O5S2 molecule in a non-equilibrium geometry from the OMol25 dataset. Energies are from ωB97M-V/def2-TZVPD.

```
! RIJCOSX wB97M-V def2-TZVPD def2/J DEFGRID3
* xyz 0 1
C 2.679 3.252 0.236
C 1.281 2.760 0.064
C 1.008 1.528 -0.517
C -0.284 1.092 -0.725
C -1.357 1.873 -0.309
C -1.109 3.092 0.312
C 0.193 3.524 0.479
H 0.373 4.482 0.944
H -1.934 3.690 0.661
N -2.662 1.388 -0.501
C -3.646 1.456 0.432
O -3.612 2.141 1.425
C -4.872 0.588 0.150
H -5.341 0.330 1.101
H -5.592 1.170 -0.429
S -4.597 -0.914 -0.858
C -3.033 -1.484 -0.251
N -2.260 -1.997 -1.143
C -1.012 -2.405 -0.755
C -0.583 -2.270 0.545
C -1.412 -1.679 1.534
O -1.154 -1.436 2.695
N -2.702 -1.323 1.039
H -3.332 -0.914 1.718
H 0.404 -2.584 0.835
N -0.254 -2.948 -1.735
H -0.623 -2.840 -2.667
H 0.744 -2.835 -1.644
H -2.775 0.725 -1.259
H -0.434 0.136 -1.202
S 2.337 0.427 -1.004
O 1.755 -0.847 -1.358
O 3.168 1.057 -1.989
N 3.217 0.337 0.416
C 2.664 -0.546 1.424
H 1.576 -0.490 1.367
C 3.146 -1.985 1.215
H 2.844 -2.619 2.050
O 4.555 -2.047 1.161
C 5.057 -1.255 0.107
H 6.142 -1.371 0.129
C 4.657 0.210 0.286
H 4.960 0.800 -0.578
H 5.113 0.615 1.195
H 4.666 -1.617 -0.856
H 2.725 -2.370 0.276
H 2.990 -0.184 2.404
H 3.281 2.969 -0.623
H 2.690 4.333 0.351
H 3.128 2.804 1.121
*
```

The calculation puts the gap between HOMO and LUMO at 9.052 eV. The calculation puts the energy above the lowest of the compared OMol25 structures with the same formula, charge and spin at 0.000 eV.

---

(3)
Here is a molecular structure, C17H21N5S2 from the OMol25 dataset. Energies are from ωB97M-V/def2-TZVPD.

```
! RIJCOSX wB97M-V def2-TZVPD def2/J DEFGRID3
* xyz 0 1
N -0.459 -3.027 -2.173
C -0.710 -1.683 -2.490
C -1.181 -1.255 -3.690
C -1.362 0.135 -3.983
C -1.080 1.127 -3.103
C -1.263 2.588 -3.405
C 0.074 3.288 -3.624
C 0.031 4.792 -3.969
S -1.577 5.626 -4.089
C -0.580 0.711 -1.838
N -0.239 1.500 -0.813
S 0.255 0.556 0.371
N 0.081 -0.895 -0.310
C -0.393 -0.673 -1.538
H -0.617 -3.190 -1.185
H -1.108 -3.623 -2.673
H -1.426 -1.978 -4.457
H -1.752 0.397 -4.958
H -1.880 2.683 -4.298
H -1.799 3.046 -2.573
H 0.701 3.161 -2.742
H 0.592 2.776 -4.438
H 0.644 5.359 -3.274
H 0.452 4.954 -4.960
H -2.031 5.385 -2.857
N 0.093 -3.041 1.954
C -0.176 -3.361 3.256
C 0.278 -4.635 3.479
C 0.845 -5.099 2.261
C 0.717 -4.092 1.342
H -0.125 -2.170 1.500
H -0.669 -2.661 3.910
H 0.212 -5.173 4.409
H 1.300 -6.060 2.083
H 1.026 -4.028 0.311
N 1.991 0.061 5.301
C 1.319 -0.055 4.118
C 0.611 1.102 3.925
C 0.870 1.949 5.038
C 1.724 1.277 5.869
H 2.589 -0.643 5.694
H 1.406 -0.947 3.519
H -0.021 1.321 3.082
H 0.475 2.936 5.206
H 2.164 1.559 6.810
*
```

The calculation puts the gap between HOMO and LUMO at 7.602 eV.

---

(4)
Here is a molecular structure, C17H21N9O4PtTe from the OMol25 dataset. Energies are from ωB97M-V/def2-TZVPD.

```
! RIJCOSX wB97M-V def2-TZVPD def2/J DEFGRID3
* xyz 0 1
Pt -0.149 0.159 -0.193
N 2.566 -1.801 0.510
C 2.981 -0.554 0.325
N 4.275 -0.244 0.471
C 4.563 1.054 0.441
N 5.868 1.405 0.609
N 3.681 2.060 0.329
C 2.430 1.645 0.127
N 2.023 0.384 0.082
C 1.347 2.663 -0.011
C 1.648 4.011 -0.026
C 0.609 4.923 -0.147
C -0.680 4.435 -0.240
C -0.916 3.068 -0.217
N 0.083 2.181 -0.102
H 3.259 -2.531 0.517
H 1.578 -2.024 0.301
H 6.540 0.676 0.434
H 6.116 2.330 0.304
H 2.682 4.315 0.035
H 0.811 5.985 -0.179
H -1.528 5.096 -0.345
H -1.904 2.614 -0.293
Te -2.721 0.126 -0.193
O 0.085 -3.930 -1.051
C -0.043 -2.739 -1.294
O -0.075 -1.867 -0.329
C 0.000 -2.312 -2.753
C -0.007 -3.330 -3.705
C 0.125 -3.049 -5.057
C 0.303 -1.742 -5.487
C 0.321 -0.751 -4.524
C 0.150 -0.996 -3.179
N 0.552 0.649 -4.953
O 0.642 1.497 -4.089
O 0.564 0.879 -6.145
H -0.118 -4.348 -3.358
H 0.104 -3.853 -5.781
H 0.427 -1.493 -6.529
H 0.087 -0.197 -2.452
N 2.887 1.224 4.377
C 1.555 0.502 4.534
C 1.045 0.253 3.114
N -0.172 -0.438 2.956
H 3.322 1.474 5.263
H 2.754 2.077 3.828
H 3.539 0.637 3.849
H 0.910 1.155 5.120
H 1.758 -0.414 5.087
H 1.825 -0.301 2.581
H 0.962 1.227 2.611
H -1.037 0.014 3.202
H -0.183 -1.437 3.072
*
```

The calculation puts the gap between HOMO and LUMO at 3.176 eV.

---

(5)
Here is a molecular structure, C17H22Cl5FeN3O6 from the OMol25 dataset. Energies are from ωB97M-V/def2-TZVPD.

```
! RIJCOSX wB97M-V def2-TZVPD def2/J DEFGRID3
* xyz 1 6
Fe -0.946 0.335 0.109
C 1.523 -2.232 4.343
N 0.400 -1.587 3.677
C -0.866 -1.638 4.403
C 0.437 -1.102 2.446
O -0.605 -0.699 1.889
C 1.768 -1.070 1.695
O 1.606 -0.374 0.485
C 2.399 0.769 0.254
C 1.527 2.014 0.382
O 0.325 1.879 0.677
N 2.075 3.201 0.189
C 1.257 4.411 0.240
C 3.494 3.356 -0.113
H 1.633 -1.815 5.343
H 2.452 -2.086 3.804
H 1.336 -3.303 4.429
H -0.676 -1.403 5.449
H -1.301 -2.637 4.337
H -1.556 -0.913 3.987
H 2.068 -2.099 1.471
H 2.544 -0.615 2.316
H 2.817 0.706 -0.753
H 3.233 0.830 0.960
H 0.224 4.137 0.425
H 1.331 4.931 -0.714
H 1.615 5.063 1.037
H 3.771 2.821 -1.022
H 4.118 3.016 0.714
H 3.691 4.412 -0.273
Cl 0.650 -3.172 -6.423
C 0.336 -2.260 -5.005
C 0.440 -2.856 -3.750
Cl 0.883 -4.509 -3.613
C 0.192 -2.108 -2.604
Cl 0.310 -2.860 -1.047
C -0.161 -0.756 -2.673
O -0.374 -0.016 -1.617
C -0.273 -0.175 -3.950
Cl -0.730 1.477 -4.032
C -0.026 -0.913 -5.099
Cl -0.165 -0.166 -6.634
N -2.562 -1.162 -0.051
C -3.733 -0.774 -0.874
C -4.355 0.517 -0.341
C -3.441 1.695 -0.640
O -3.740 2.587 -1.391
O -2.273 1.638 -0.007
H -2.108 -1.976 -0.454
H -2.874 -1.439 0.874
H -4.476 -1.576 -0.873
H -3.395 -0.636 -1.903
H -4.505 0.425 0.738
H -5.315 0.703 -0.816
*
```

Its expectation value of S² is 8.761. The calculation puts the gap between HOMO and LUMO (spin up / spin down) at 8.351 / 6.797 eV. The calculation puts the energy above the lowest of the compared OMol25 structures with the same formula, charge and spin at 0.524 eV.

---

(6)
Here is a molecular structure, C17H22ClIrO8S3 from the OMol25 dataset. Energies are from ωB97M-V/def2-TZVPD.

```
! RIJCOSX wB97M-V def2-TZVPD def2/J DEFGRID3
* xyz -2 1
Ir -1.085 1.070 0.445
C -3.872 -0.543 3.783
C -3.165 -0.262 2.481
S -1.780 0.812 2.579
C -3.553 -0.786 1.312
C -4.727 -1.723 1.194
S -2.709 -0.431 -0.185
H -3.300 -0.136 4.617
H -4.002 -1.616 3.955
H -4.864 -0.080 3.810
H -5.534 -1.447 1.878
H -4.439 -2.757 1.422
H -5.125 -1.709 0.178
O 4.335 2.971 -1.790
C 3.225 2.686 -1.392
C 2.618 3.093 -0.066
O 3.141 3.804 0.775
C 1.316 2.424 -0.018
C 1.066 1.731 -1.228
O -0.014 1.069 -1.415
C 2.224 1.808 -2.106
O 2.405 1.255 -3.184
O 0.485 2.408 0.952
Cl -3.889 3.848 2.345
C -2.303 4.005 1.510
C -2.472 3.697 0.023
O -3.008 4.545 -0.677
O -2.031 2.582 -0.460
H -1.607 3.350 2.018
H -2.014 5.047 1.603
C 4.338 -0.883 0.638
C 3.911 -2.079 -0.205
C 2.490 -2.538 0.106
S 1.272 -1.247 -0.328
O 0.473 -1.012 0.927
C 0.197 -2.244 -1.377
C 0.794 -2.563 -2.741
C 0.876 -1.342 -3.653
H 5.370 -0.599 0.429
H 4.249 -1.107 1.704
H 3.715 -0.014 0.433
H 4.595 -2.918 -0.036
H 3.982 -1.826 -1.267
H 2.337 -2.686 1.177
H 2.234 -3.462 -0.416
H -0.707 -1.636 -1.460
H -0.056 -3.133 -0.792
H 0.163 -3.330 -3.202
H 1.784 -3.021 -2.628
H -0.118 -0.919 -3.807
H 1.290 -1.613 -4.627
H 1.491 -0.545 -3.232
*
```

The calculation puts the gap between HOMO and LUMO at 5.103 eV. The calculation puts the energy above the lowest of the compared OMol25 structures with the same formula, charge and spin at 1.010 eV.

---

(7)
Here is a single C17H22ClN3S2 molecule from the OMol25 dataset. Energies are from ωB97M-V/def2-TZVPD.

```
! RIJCOSX wB97M-V def2-TZVPD def2/J DEFGRID3
* xyz 0 1
C -2.712 -2.648 1.083
C -2.945 -1.260 0.567
C -4.226 -0.796 0.313
C -4.454 0.490 -0.143
C -3.371 1.325 -0.357
C -2.078 0.892 -0.123
C -1.862 -0.398 0.347
N -0.568 -0.889 0.570
C 0.459 -0.216 1.136
N 1.658 -0.866 1.170
C 1.788 -2.295 0.988
H 2.696 -2.611 1.507
H 0.942 -2.799 1.467
C 1.876 -2.730 -0.487
N 0.542 -2.885 -1.062
C 0.104 -4.268 -1.048
H 0.725 -4.910 -1.689
H -0.924 -4.324 -1.405
H 0.144 -4.652 -0.030
C 0.417 -2.297 -2.384
H -0.624 -2.361 -2.702
H 1.043 -2.801 -3.132
H 0.699 -1.247 -2.336
H 2.444 -3.667 -0.556
H 2.426 -1.965 -1.037
C 2.837 -0.091 1.509
C 3.106 0.988 0.509
C 3.455 2.281 0.732
C 3.639 3.023 -0.459
C 3.424 2.285 -1.573
S 2.996 0.662 -1.194
H 3.481 2.581 -2.602
H 3.910 4.063 -0.476
H 3.561 2.698 1.716
H 2.707 0.381 2.490
H 3.690 -0.774 1.557
S 0.293 1.280 1.827
H -0.347 -1.776 0.102
H -1.245 1.551 -0.297
Cl -3.630 2.929 -0.944
H -5.457 0.841 -0.327
H -5.068 -1.450 0.487
H -3.652 -3.109 1.374
H -2.246 -3.270 0.320
H -2.052 -2.623 1.948
*
```

The calculation puts the gap between HOMO and LUMO at 8.223 eV. The calculation puts the energy above the lowest of the compared OMol25 structures with the same formula, charge and spin at 0.000 eV.

---

(8)
Here is 2 unconnected molecules or ions with the total composition C17H22ClN5O3 in a non-equilibrium geometry from the OMol25 dataset. Energies are from ωB97M-V/def2-TZVPD.

```
! RIJCOSX wB97M-V def2-TZVPD def2/J DEFGRID3
* xyz 0 1
O -0.375 2.056 4.415
O -0.341 4.184 1.745
Cl 2.845 0.197 -3.133
N 0.247 0.497 -3.590
N -1.162 -1.178 -4.452
O -1.534 -4.074 0.027
C 0.283 1.110 4.012
C 0.570 3.386 1.919
C -0.903 0.034 -4.017
C 1.281 -0.331 -3.680
C -0.133 -2.010 -4.551
C 1.129 -1.612 -4.165
C -0.724 -1.906 -0.618
C -2.015 -2.194 1.435
C -0.606 -0.530 -0.345
C -1.899 -0.815 1.701
C -1.426 -2.743 0.277
C -1.192 0.019 0.811
N -1.944 0.850 -3.887
N 1.743 3.854 2.362
N 0.726 0.985 2.760
C 0.627 -0.017 4.957
C -0.357 -3.392 -5.078
C 2.991 3.117 2.562
C -1.020 1.501 1.111
C 0.382 1.872 1.635
H -1.218 -4.302 -0.847
H 1.981 -2.277 -4.236
H -0.276 -2.319 -1.507
H -2.556 -2.842 2.109
H -0.059 0.113 -1.019
H -2.350 -0.395 2.591
H -2.815 0.342 -3.825
H -1.765 1.588 -3.221
H 1.740 4.842 2.568
H 1.222 0.138 2.537
H 0.272 -0.959 4.540
H 0.134 0.164 5.912
H 1.704 -0.053 5.103
H -1.424 -3.631 -5.075
H 0.166 -4.127 -4.460
H 0.014 -3.463 -6.104
H 2.924 2.512 3.467
H 3.192 2.473 1.705
H 3.819 3.820 2.674
H -1.764 1.808 1.847
H -1.211 2.064 0.197
H 1.080 1.643 0.832
*
```

The calculation puts the gap between HOMO and LUMO at 8.920 eV. The calculation puts the energy above the lowest of the compared OMol25 structures with the same formula, charge and spin at 0.000 eV.

---

One value per record, in order, for electronic energy: -1161.0573, -2106.8158, -1730.5417, -1841.4400, -4841.2584, -3022.1009, -2081.8266, -1620.7615 Eh.